[1]
27
Properties=species:S:1:pos:R:3:mulliken_charge:R:1 method="wB97M-V/def2-TZVPD" gap_ev=7.98 lumo_energy_ev=0.685 mol_weight_g_mol=191.230 e_homo_ev=-7.298 e_above_lowest_kcal_mol=153.0 multiplicity=1
C -3.235 -1.381 0.139 -0.26
C -2.451 -0.953 1.177 -0.84
C -2.905 -1.038 -1.180 -0.74
C -1.315 -0.203 0.957 -0.14
C -1.779 -0.247 -1.376 -0.22
C -0.951 0.130 -0.314 0.03
C 2.042 -0.447 0.100 0.58
C 0.588 2.214 -0.256 0.21
C 0.280 0.832 -0.526 0.51
C -0.407 3.232 0.197 -1.44
C 2.788 -2.563 -0.567 -0.82
N 2.737 0.200 0.873 -0.57
O 0.530 1.639 -1.594 -0.62
O 1.796 -1.493 -0.552 -0.19
H -4.150 -2.064 0.163 0.25
H -2.773 -1.188 2.122 0.49
H -3.479 -1.390 -1.943 0.53
H -0.754 0.091 1.880 0.35
H -1.477 0.044 -2.438 0.26
H 1.678 2.238 -0.162 0.46
H 0.036 3.992 0.740 0.39
H -1.123 2.752 0.791 0.35
H -0.977 3.668 -0.694 0.28
H 2.594 -3.172 -1.489 0.20
H 2.725 -3.153 0.261 0.35
H 3.625 -1.990 -0.429 0.37
H 3.513 -0.254 1.411 0.23

[2]
46
Properties=species:S:1:pos:R:3:mulliken_charge:R:1 method="wB97M-V/def2-TZVPD" gap_ev="4.05 / 4.48" lumo_energy_ev="-9.907 / -9.781" mol_weight_g_mol=422.373 e_homo_ev="-13.961 / -14.259" total_charge=+2 e_above_lowest_kcal_mol=104.9 multiplicity=1
C 1.470 2.115 -0.961 -1.01
H 2.340 2.255 -0.236 0.49
H 1.777 1.651 -1.939 0.36
H 1.846 -0.543 0.922 -0.03
C 0.335 2.989 -0.692 -0.16
H -0.669 2.557 -0.819 0.34
H 0.412 3.294 0.366 0.35
C 0.555 4.154 -1.601 -1.46
H -0.277 4.848 -1.538 0.39
H 1.438 4.693 -1.302 0.39
H 0.657 3.860 -2.636 0.36
C -0.927 -1.743 0.093 0.40
C -1.576 -0.999 -0.929 0.67
C -0.620 -0.672 -1.940 1.02
C 0.628 -1.236 -1.552 0.44
C 0.446 -1.866 -0.278 0.05
C 1.477 -2.664 0.442 -1.00
C 1.877 -1.264 -2.355 -1.51
C -0.886 0.026 -3.228 -1.56
C -3.029 -0.714 -0.975 -1.72
C -1.579 -2.415 1.246 -1.44
Lu 0.632 0.692 0.397 1.03
H 2.764 -1.414 -1.725 0.35
H 1.849 -2.093 -3.080 0.39
H 2.030 -0.340 -2.928 0.35
H 2.490 -2.360 0.159 0.33
H 1.387 -2.580 1.532 0.31
H 1.365 -3.731 0.181 0.37
H -2.509 -1.912 1.530 0.39
H -1.836 -3.464 1.024 0.35
H -0.930 -2.426 2.128 0.31
H -3.231 0.156 -1.607 0.39
H -3.634 -1.549 -1.366 0.34
H -3.393 -0.498 0.036 0.42
H -0.091 0.748 -3.463 0.32
H -0.949 -0.658 -4.090 0.36
H -1.829 0.584 -3.197 0.39
N -0.579 0.892 4.323 0.01
C 0.402 -0.101 4.693 -0.65
C 0.911 -0.585 3.539 -0.20
N 0.305 0.103 2.475 -0.17
C -0.600 0.969 2.986 -0.27
H -1.163 1.388 4.946 0.20
H 0.570 -0.399 5.692 0.43
H 1.647 -1.347 3.334 0.50
H -1.302 1.600 2.396 0.38

[3]
9
Properties=species:S:1:pos:R:3:mulliken_charge:R:1 method="wB97M-V/def2-TZVPD" gap_ev=4.76 lumo_energy_ev=5.636 mol_weight_g_mol=119.016 e_homo_ev=0.880 total_charge=-2 e_above_lowest_kcal_mol=79.8 multiplicity=1
C 8.372 1.352 0.004 0.63
C 8.610 -1.531 0.007 0.41
N 8.745 -0.353 -0.059 -0.37
O 8.603 1.596 1.125 -0.50
O 8.132 1.781 -1.064 -0.51
O 8.368 -3.082 0.022 -0.66
P 0.157 -0.014 -0.004 -0.39
H -0.712 0.591 0.817 -0.28
H -0.246 0.499 -1.091 -0.33